C17H31N3O2 in the gas phase, computed with wB97M-V/def2-TZVPD.

Values from the calculation:
SMILES: C=C(C)CN(CC)C(=O)C[C@@H]1C(=O)NCCN1CC(C)(C)C
highest occupied orbital energy: -8.3489 eV
multiplicity: 1
E_tot: -981.13899 hartree
relative energy (zero: lowest compared OMol25 entry of this formula, charge and spin): 42.92 kcal/mol
Kohn-Sham gap: 9.07 eV

Structure (XYZ):
```
53
Properties=species:S:1:pos:R:3:forces:R:3
C 4.6049 -0.3754 -2.6446 0.061 0.060 -0.040
C 3.4048 -0.8603 -2.3682 -0.129 0.006 0.007
C 3.0280 -2.2908 -2.5897 0.078 0.036 -0.047
C 2.3023 0.0161 -1.8318 -0.102 0.152 -0.252
N 1.7906 -0.4171 -0.5399 0.190 0.242 -0.271
C 2.6325 -0.1562 0.6100 0.220 -0.229 0.323
C 3.6423 -1.2717 0.8809 -0.107 0.199 -0.009
C 0.6084 -1.0796 -0.5156 -0.190 -0.190 0.355
O -0.0197 -1.3111 -1.5340 -0.237 -0.184 -0.245
C 0.0651 -1.4931 0.8396 -0.036 0.138 -0.060
C -0.7295 -0.3378 1.4970 0.298 -0.186 0.017
C -0.8480 -0.6768 2.9866 0.118 0.167 -0.031
O 0.1326 -0.6861 3.7087 0.333 0.038 0.027
N -2.0678 -1.0066 3.4498 -0.316 -0.171 0.327
C -3.3064 -0.9555 2.7055 -0.227 0.114 -0.434
C -2.9933 -1.0378 1.2060 -0.181 -0.122 0.310
N -1.9811 -0.0859 0.8166 0.076 0.043 0.046
C -2.4244 1.2995 0.8152 0.094 0.171 -0.322
C -2.1033 2.0408 -0.5027 -0.140 0.117 0.010
C -2.8764 3.3630 -0.4976 0.156 -0.255 0.065
C -0.6087 2.3390 -0.6225 -0.267 -0.091 0.066
C -2.5421 1.1812 -1.6874 0.134 0.066 0.203
H 5.3869 -0.9929 -3.0533 0.121 -0.187 -0.102
H 4.8546 0.6600 -2.4826 -0.025 0.247 0.077
H 2.7427 -2.7589 -1.6486 -0.054 -0.087 0.072
H 3.8504 -2.8511 -3.0264 0.054 -0.067 -0.012
H 2.1632 -2.3467 -3.2488 -0.090 -0.066 -0.030
H 2.6480 1.0506 -1.7437 -0.018 -0.054 -0.002
H 1.4547 -0.0218 -2.5243 0.152 0.095 0.082
H 3.1742 0.7737 0.4125 -0.115 -0.006 0.053
H 2.0202 -0.0004 1.4990 0.018 0.079 -0.042
H 4.2178 -1.0301 1.7706 0.101 -0.022 0.113
H 3.1351 -2.2191 1.0474 -0.053 -0.108 0.045
H 4.3238 -1.3841 0.0421 0.052 -0.041 -0.015
H 0.8535 -1.8095 1.5198 0.000 -0.004 0.013
H -0.6042 -2.3358 0.6657 0.086 0.022 -0.012
H -0.1207 0.5687 1.4383 -0.052 -0.080 0.112
H -2.1209 -1.2013 4.4407 0.175 0.062 -0.111
H -3.8377 -0.0201 2.9299 -0.026 -0.133 -0.060
H -3.9427 -1.7907 3.0124 0.022 0.076 -0.051
H -2.6331 -2.0411 0.9688 -0.104 -0.037 -0.006
H -3.8974 -0.8612 0.6223 0.013 -0.062 0.014
H -1.9974 1.8618 1.6582 -0.063 0.027 0.030
H -3.5109 1.3140 0.9357 -0.026 0.012 0.047
H -3.9489 3.1855 -0.4502 -0.152 -0.001 0.009
H -2.6656 3.9263 -1.4035 0.017 0.095 -0.098
H -2.5912 3.9727 0.3579 0.013 0.135 0.110
H -0.0501 1.4157 -0.7271 0.193 -0.116 -0.025
H -0.4204 2.9496 -1.5032 0.057 0.051 -0.115
H -0.2468 2.8810 0.2500 0.089 0.085 0.115
H -2.3424 1.6990 -2.6224 -0.009 0.087 -0.149
H -3.6073 0.9680 -1.6333 -0.216 -0.030 -0.032
H -1.9985 0.2405 -1.6855 0.018 -0.094 -0.073
```
Positions in Å, forces in eV/Å.

---

2 unconnected molecules or ions with the total composition C17H31N3O4P in a non-equilibrium geometry, computed with wB97M-V/def2-TZVPD.

Values from the calculation:
highest occupied orbital energy (alpha / beta): -8.7055 / -8.7612 eV
multiplicity: 2
<S²>: 0.75
E_tot: -1472.73599 hartree
Kohn-Sham gap (alpha / beta): 8.61 / 8.67 eV

Structure (XYZ):
```
56
Properties=species:S:1:pos:R:3:forces:R:3
C 5.5574 -2.7940 3.6808 -0.833 0.020 -0.408
C 4.4638 -2.4130 2.5207 1.612 0.500 1.009
C 5.1252 -1.1331 1.7441 -0.508 -0.723 0.801
C 3.1087 -2.0487 3.3034 0.185 0.635 -0.560
C 1.7695 -2.1007 2.4140 -0.574 0.171 -1.644
C 1.5383 -0.6764 1.6917 -2.057 1.372 -2.479
N 1.1726 0.2547 1.0096 2.100 -4.665 3.746
C 1.7325 -3.2685 1.3041 -0.167 0.845 -2.308
O 2.4352 -2.7606 0.1096 -1.605 -0.614 0.251
C 0.2319 -3.6055 0.7801 -2.853 -0.039 0.853
N -0.9385 -3.7386 0.5419 5.598 0.574 0.849
P 0.3223 -2.4454 3.6599 -0.462 2.062 3.481
O 0.1169 -4.1350 3.9010 0.987 1.284 -1.869
O -1.1214 -1.6769 3.1473 1.533 -0.952 -0.085
H 5.6889 -1.9167 4.4288 -0.355 -1.546 -1.173
H 5.1431 -3.7400 4.2005 1.019 1.534 -0.535
H 6.5752 -2.9935 3.1990 -1.469 0.111 0.734
H 4.4043 -3.3412 1.8509 -0.200 1.478 0.804
H 4.5508 -0.8408 0.7994 0.924 -0.430 1.329
H 5.0839 -0.2689 2.5153 0.241 -1.251 -1.435
H 6.2302 -1.4110 1.5262 -1.961 0.672 0.163
H 3.2224 -0.9460 3.6509 -0.295 -1.928 -0.387
H 2.9743 -2.6783 4.2536 0.165 0.713 -1.419
H 2.2979 -4.2215 1.6018 -1.189 1.408 -0.115
H 1.7229 -2.4864 -0.5287 1.165 -0.220 0.816
H 1.0378 -4.5119 3.9096 -1.199 0.324 0.068
H -1.1577 -0.8379 3.6804 0.165 -1.296 -0.544
C -1.9448 0.3511 -1.2493 -0.219 -0.044 0.216
C -1.4702 1.3818 -2.3046 0.867 -1.498 1.239
C -0.9079 2.6324 -1.5935 -0.162 0.335 -0.120
C -1.9889 3.5234 -0.9897 -0.028 -0.034 -0.001
C -3.0451 3.8804 -2.0302 0.409 -0.053 -0.006
C -3.6421 2.6452 -2.7405 -1.994 0.189 0.591
N -2.5933 1.7030 -3.2404 2.246 3.043 -2.323
O -2.0479 2.2538 -4.3656 -1.256 -1.507 1.780
C -4.6035 1.9031 -1.7819 0.069 -0.144 0.303
C -4.5808 3.1432 -3.8739 0.615 -0.114 -0.403
C -0.2931 0.6598 -3.0155 -0.233 0.394 -0.608
H -2.6142 -0.3923 -1.6928 0.022 0.151 0.003
H -1.1012 -0.2005 -0.8228 0.019 0.219 -0.183
H -2.4462 0.8053 -0.3951 -0.076 -0.009 -0.098
H -0.3241 3.2324 -2.3025 -0.116 -0.153 -0.118
H -0.2103 2.3329 -0.8035 -0.087 -0.250 -0.176
H -2.4526 3.0356 -0.1268 0.004 -0.025 -0.041
H -1.5313 4.4420 -0.6084 -0.038 -0.086 -0.003
H -3.8409 4.4580 -1.5471 -0.112 -0.209 -0.177
H -2.5906 4.5505 -2.7694 -0.042 -0.188 -0.110
H -4.9460 0.9606 -2.2199 0.122 0.092 0.011
H -5.4937 2.5064 -1.5780 0.174 0.068 -0.208
H -4.1738 1.6903 -0.8053 0.073 -0.081 -0.079
H -4.0703 3.7912 -4.5908 0.098 -0.240 0.076
H -5.4061 3.7329 -3.4628 0.199 -0.182 0.238
H -5.0184 2.3022 -4.4214 0.124 0.056 0.065
H -0.6394 -0.2374 -3.5384 -0.041 0.130 0.024
H 0.4654 0.3477 -2.2905 -0.327 0.139 0.170
H 0.2229 1.3006 -3.7354 -0.275 -0.035 -0.006
```
Positions in Å, forces in eV/Å.

---

A molecular structure, C17H31N3P2W in a non-equilibrium geometry, computed with wB97M-V/def2-TZVPD.

Values from the calculation:
highest occupied orbital energy (alpha / beta): -13.4842 / -14.0647 eV
multiplicity: 3
<S²>: 2.02
E_tot: -1579.48733 hartree
relative energy (zero: lowest compared OMol25 entry of this formula, charge and spin): 88.88 kcal/mol
Kohn-Sham gap (alpha / beta): 4.41 / 4.99 eV
net charge: +2

Structure (XYZ):
```
54
Properties=species:S:1:pos:R:3:forces:R:3
P -0.3239 -2.7627 -1.3309 1.056 -2.693 -3.636
P -1.2542 0.1593 -1.2188 -1.423 1.192 -3.943
C -0.7389 -2.0721 -2.9849 0.591 -0.226 -0.745
C -0.8957 -0.5626 -2.9179 -0.160 0.371 0.036
H -1.6449 -2.5815 -3.3475 0.297 0.323 0.114
H 0.0867 -2.3250 -3.6817 -0.566 0.053 0.191
H 0.0291 -0.0524 -3.2357 -0.304 -0.151 -0.062
H -1.7213 -0.1951 -3.5432 0.360 -0.074 -0.099
C -3.0823 0.2925 -1.0126 -0.252 -0.130 -0.790
H -3.3265 1.1708 -0.3974 0.168 -0.499 0.076
H -3.5476 -0.6120 -0.5657 -0.326 0.444 -0.292
H -3.4832 0.4608 -2.0189 -0.255 -0.337 0.213
C -1.0485 1.8274 -1.8126 0.395 1.248 0.892
H -1.7216 1.9975 -2.6790 0.550 -0.163 0.488
H -0.0125 2.0066 -2.0824 0.187 0.160 -0.554
H -1.2852 2.5212 -1.0154 -0.390 0.325 -0.098
C -1.5023 -4.1669 -1.1867 0.848 -0.988 -0.922
H -0.9380 -5.0552 -0.8198 -0.728 0.444 -0.107
H -1.9702 -4.3707 -2.1794 0.315 -0.031 0.884
H -2.2913 -3.8995 -0.4788 -0.264 -0.384 0.174
C 1.3662 -3.3774 -1.5275 0.453 -0.281 0.423
H 2.0516 -2.5152 -1.6051 -0.240 -0.365 0.041
H 1.4811 -4.0097 -2.4273 -0.242 0.357 0.380
H 1.6531 -3.9810 -0.6497 -0.026 0.306 -0.291
W -1.5337 -1.5967 0.1060 -0.867 1.802 5.605
C 2.7636 1.4520 2.4092 -0.132 0.288 0.330
C 1.8413 2.4038 2.5666 -0.600 -0.398 0.631
C 1.5622 3.6069 1.6919 1.550 -0.276 0.821
C 0.5246 3.2865 0.6060 -2.312 -0.151 -1.522
C 1.2079 2.5599 -0.4433 2.115 -0.524 2.248
C 2.1614 1.6978 -0.6346 -0.927 0.088 -1.583
C 3.5669 1.8928 -0.0677 1.019 0.628 -0.431
C 3.8138 1.3621 1.3416 0.129 -1.153 0.029
C -0.7533 -2.7967 1.6777 0.676 0.346 -0.901
H 2.8400 0.6329 3.1540 -0.191 0.768 -0.420
H 1.1646 2.3402 3.4404 0.441 -0.110 -0.544
H 2.4967 3.9817 1.2469 -0.475 0.176 0.187
H 1.1311 4.3846 2.3448 0.064 -0.092 -0.623
H -0.2373 2.6004 1.0359 0.342 0.309 0.010
H -0.0079 4.1591 0.2083 0.332 0.056 0.249
H -0.0150 -0.8948 0.1878 0.282 -0.632 0.883
H 2.1122 0.9286 -1.4300 -0.315 0.288 0.650
H 3.8803 2.9402 -0.1582 -0.288 -0.220 -0.028
H 4.2177 1.3285 -0.7602 -0.249 0.386 0.322
H 3.9980 0.2886 1.2202 0.092 0.068 0.057
H 4.7735 1.7578 1.6947 -0.169 0.088 -0.017
H -0.2517 -2.0835 2.3515 -0.197 -0.852 0.058
H -0.1264 -3.6168 1.3102 -0.024 0.070 0.768
H -1.7260 -3.1392 2.0632 0.289 -0.148 0.212
N -2.4295 -0.5729 1.6139 -0.443 -0.329 0.566
C -2.9007 0.0437 2.5091 -0.912 1.772 0.384
N -3.4899 0.9077 3.2188 0.826 -1.183 -0.634
C -3.2844 1.0484 4.5261 0.019 0.296 3.107
N -3.1796 1.1992 5.6883 -0.117 -0.263 -2.789
```
Positions in Å, forces in eV/Å.

---

A molecular structure, C17H32BClEuF3O6 in a non-equilibrium geometry, computed with wB97M-V/def2-TZVPD.

Values from the calculation:
highest occupied orbital energy (alpha / beta): -9.6349 / -9.6376 eV
multiplicity: 8
<S²>: 15.76
E_tot: -2612.95316 hartree
relative energy (zero: lowest compared OMol25 entry of this formula, charge and spin): 0.00 kcal/mol
Kohn-Sham gap (alpha / beta): 2.94 / 3.13 eV
net charge: +1

Structure (XYZ):
```
61
Properties=species:S:1:pos:R:3:forces:R:3
C 3.5621 -2.7684 0.8273 -0.095 0.149 -0.356
C 3.3050 -1.5207 1.5800 0.004 0.556 -0.483
O 4.0666 -0.5488 1.6174 0.095 0.175 1.013
O 2.1270 -1.5240 2.2037 0.791 -0.398 0.300
C 2.0259 -0.6661 3.3166 -1.175 0.510 0.381
C 1.2366 0.6182 3.0609 0.779 0.463 0.505
C 1.7611 1.5083 1.9351 -0.475 0.074 -0.270
C 1.4524 1.0820 0.4829 0.018 -0.012 0.061
C 0.1627 0.2968 0.3047 0.210 -0.160 -0.399
B -0.5652 0.4923 -1.1958 -0.426 -0.074 -0.143
C -1.7545 1.6043 -1.0293 0.277 0.328 0.266
C -1.2777 3.0252 -0.6541 -0.164 -0.048 -0.182
C -1.9952 3.7127 0.4870 0.085 0.066 -0.159
Cl -1.9120 2.7724 2.0398 0.091 0.023 0.090
C -1.2830 -0.9475 -1.4553 0.159 0.014 -0.021
O -2.3726 -0.9010 -2.3981 0.247 0.112 0.188
C -3.4514 -1.6675 -2.0253 0.124 -0.145 -0.138
O -4.1436 -1.0658 -0.9401 -0.024 -0.140 -0.148
C -4.5149 -1.8916 0.1435 -0.172 0.074 0.134
C -3.6504 -1.6112 1.3659 0.280 -0.084 -0.234
O -2.6717 -2.6441 1.5572 -0.041 -0.013 0.165
C 0.4968 0.8584 -2.3975 -0.137 0.228 0.225
C 1.5869 -0.1796 -2.6160 -0.324 -0.175 -0.395
O 1.2031 -1.0047 -3.7065 0.043 -0.059 0.061
C 2.9344 0.4240 -2.9685 0.132 0.107 0.097
F 3.3872 1.2671 -1.9909 0.033 -0.142 -0.007
F 2.9140 1.1210 -4.0992 0.035 0.005 0.028
F 3.8942 -0.5307 -3.1002 -0.077 0.049 0.051
H 2.6964 -2.9746 0.1961 -0.038 -0.040 0.011
H 4.4477 -2.6612 0.2106 0.057 -0.060 0.054
H 3.6514 -3.5961 1.5302 0.057 -0.020 0.007
H 3.0342 -0.4971 3.7265 0.119 0.000 0.039
H 1.4839 -1.1894 4.1039 0.126 -0.334 -0.114
H 1.3028 1.1670 4.0208 -0.259 -0.010 0.020
H 0.1793 0.4126 2.9118 0.000 -0.021 -0.106
H 1.4617 2.5577 2.0640 -0.187 -0.085 0.221
H 2.8519 1.4842 2.0245 -1.359 -0.301 -2.142
H 1.4497 1.9904 -0.1172 -0.001 0.042 0.021
H 2.2889 0.5003 0.0972 0.041 -0.002 0.013
H -0.5905 0.5699 1.0465 -0.040 0.038 -0.021
H 0.3902 -0.7702 0.4357 -0.033 -0.026 0.169
H -2.4155 1.2343 -0.2365 -0.085 0.010 -0.030
H -2.3808 1.6788 -1.9191 0.012 -0.121 -0.057
H -1.4452 3.6754 -1.5196 0.147 0.138 0.046
H -0.2036 3.0857 -0.4475 0.012 -0.106 -0.004
H -1.5320 4.6666 0.7275 -0.101 0.070 0.009
H -3.0497 3.8648 0.2748 -0.063 -0.123 0.122
H -0.5615 -1.7021 -1.8123 -0.073 -0.107 0.008
H -1.6473 -1.3045 -0.4830 -0.210 -0.078 -0.100
H -4.1124 -1.7183 -2.8935 -0.046 0.040 0.021
H -3.1208 -2.6799 -1.7456 -0.152 -0.006 0.117
H -5.5596 -1.6768 0.3808 -0.020 0.066 -0.047
H -4.4553 -2.9532 -0.1122 0.072 -0.018 0.016
H -4.2555 -1.5168 2.2700 0.020 -0.073 0.028
H -3.1374 -0.6692 1.1616 -0.163 0.169 0.180
H -1.8030 -2.2375 1.5550 0.020 -0.011 -0.104
H -0.0529 0.9190 -3.3397 -0.011 -0.013 -0.033
H 0.9328 1.8559 -2.2582 0.122 -0.042 -0.006
H 1.7226 -0.8186 -1.7290 0.184 0.167 0.100
H 1.7464 -1.8000 -3.7150 0.014 0.001 -0.036
Eu 4.1591 1.7919 3.2459 1.540 -0.623 0.968
```
Positions in Å, forces in eV/Å.